Density functional theory data (ωB97M-V with the def2-TZVPD basis set) for 2 unconnected molecules or ions with the total composition C3H7O2S2 at a distorted geometry.

```
14
Properties=species:S:1:pos:R:3:forces:R:3
O 1.17933 0.95897 -0.29585 0.826 0.366 0.922
C 1.77426 1.12292 0.80978 -0.714 -0.322 -0.110
O 1.54052 0.53164 1.88938 1.094 0.641 -0.235
H 2.56246 1.91493 0.82273 0.164 0.023 0.007
C -0.38490 -0.16112 -2.18500 -0.015 0.970 -0.063
S -0.96997 -1.61158 -1.29092 -0.354 0.028 0.039
S -2.07214 -0.78634 0.23133 -0.895 -0.600 -0.241
C -0.88278 -0.64191 1.57759 -0.012 -0.204 -0.738
H -0.93011 0.09784 -3.10904 -0.125 -0.471 0.371
H -0.43804 0.67830 -1.46237 0.185 -0.581 -0.702
H 0.66918 -0.30310 -2.42681 -0.072 0.050 0.120
H -0.20188 0.12155 1.18450 0.068 -0.885 0.812
H -1.39968 -0.28133 2.46353 -0.189 0.096 0.022
H -0.44624 -1.64077 1.79116 0.040 0.888 -0.206
```
Positions in Å, forces in eV/Å.

Computed properties:
ΔE to the lowest compared entry with this formula, charge and spin: 0.757 eV
Total charge: -1
2S+1: 1
Orbital gap: 7.65 eV

=====

Density functional theory data (ωB97M-V with the def2-TZVPD basis set) for 2 unconnected molecules or ions with the total composition C3H7O3 at a distorted geometry.

```
13
Properties=species:S:1:pos:R:3:forces:R:3
C 0.42102 -2.78007 0.65191 1.636 1.739 -0.090
O 0.64685 -2.38648 -0.69093 -0.329 -1.513 -1.200
H 1.15366 -1.60012 -0.88262 -0.006 0.240 0.939
H 0.39596 -3.86194 0.70309 -0.570 -0.110 -0.095
H -0.42242 -2.21006 1.01940 -0.501 -0.446 0.377
H 1.28784 -2.46934 1.25648 -0.217 -0.131 0.135
C -0.39438 0.65983 -1.08787 -0.974 0.963 0.482
C -0.33729 1.58829 0.15944 1.247 0.217 0.548
O -0.67990 1.06096 1.24501 -0.230 -0.068 -0.154
O 0.13338 2.74621 -0.01120 -0.444 -0.522 -0.199
H 0.48877 0.05035 -1.20537 0.315 0.141 0.013
H -0.51011 1.34066 -1.93337 -0.055 -0.442 -0.271
H -1.25536 0.00872 -0.91252 0.128 -0.069 -0.485
```
Positions in Å, forces in eV/Å.

Computed properties:
ΔE to the lowest compared entry with this formula, charge and spin: 1.470 eV
Total charge: -1
2S+1: 1
Orbital gap: 7.53 eV

=====

Density functional theory data (ωB97M-V with the def2-TZVPD basis set) for 2 unconnected molecules or ions with the total composition C3H7O3 at a distorted geometry.

```
13
Properties=species:S:1:pos:R:3:forces:R:3
C -2.02973 1.07051 -0.69540 -0.844 -0.859 -1.466
O -1.47212 0.16312 -1.63895 1.441 -0.360 -0.093
H -0.81879 -0.35259 -1.10091 -0.454 0.185 -0.250
H -1.65111 2.09805 -0.83734 0.107 -0.361 0.484
H -1.87052 0.58786 0.27132 -0.240 0.899 0.245
H -3.06411 1.02399 -1.06918 -0.336 0.686 0.994
C 2.11904 -0.91179 0.67027 1.344 -3.621 -1.531
C 0.78330 -0.28343 0.80464 -1.747 0.622 -0.710
O -0.29815 -0.89882 0.52309 1.128 -0.638 0.009
O 0.83651 0.87498 1.21518 0.002 1.305 0.654
H 2.92502 -0.26478 0.37155 0.079 0.861 0.560
H 2.24609 -1.73283 -0.18769 -0.853 1.140 1.986
H 2.29457 -1.37426 1.67343 0.373 0.142 -0.883
```
Positions in Å, forces in eV/Å.

Computed properties:
ΔE to the lowest compared entry with this formula, charge and spin: 1.308 eV
Total charge: -1
2S+1: 1
Orbital gap: 8.60 eV

=====

Density functional theory data (ωB97M-V with the def2-TZVPD basis set) for 2 unconnected molecules or ions with the total composition C3H7O3PS at a distorted geometry.

```
15
Properties=species:S:1:pos:R:3:forces:R:3
C 1.13053 0.41723 -1.43790 -2.603 -0.418 -0.301
C 2.22442 0.06986 -0.53969 1.177 -0.151 1.557
C 2.18609 -0.98661 0.33589 -1.193 1.206 -0.950
O -2.63928 1.47702 1.88395 0.774 -1.510 -0.134
O -1.71764 0.00326 -0.07468 0.818 0.269 2.998
O -4.21080 0.27097 0.28452 0.319 -0.614 0.059
P -2.91896 0.23519 1.05837 -2.509 2.051 -1.029
S 3.41048 -1.48537 1.44491 0.094 -0.231 0.221
H 0.22225 0.91071 -0.94904 1.284 -0.298 -0.913
H 0.75630 -0.48977 -1.90455 -0.611 -0.495 0.307
H 1.40057 0.90963 -2.35218 0.513 1.137 -0.204
H -3.02971 -0.95168 1.85123 0.774 0.230 -0.113
H 3.00358 0.85419 -0.51467 0.156 -0.892 0.251
H 1.14890 -1.48007 0.35824 1.549 0.176 -0.132
H -0.96672 0.24541 0.55560 -0.544 -0.458 -1.617
```
Positions in Å, forces in eV/Å.

Computed properties:
ΔE to the lowest compared entry with this formula, charge and spin: 0.084 eV
Total charge: -2
2S+1: 1
Orbital gap: 5.77 eV

=====

Density functional theory data (ωB97M-V with the def2-TZVPD basis set) for a molecular structure, C3H7O3V at a distorted geometry.

```
14
Properties=species:S:1:pos:R:3:forces:R:3
O 3.24199 0.32992 -1.73090 0.610 0.127 -0.186
V 1.44597 0.02379 -1.33048 -0.653 0.356 0.349
O 0.74987 -1.29319 -0.07816 -0.788 -1.072 -0.633
C -0.64591 -1.41066 -0.34472 -0.216 0.233 0.659
C -1.19728 0.00075 -0.11703 -0.839 -0.410 2.921
O -0.31391 1.09054 -0.35479 0.736 -0.291 -1.864
C 0.60960 1.36929 0.72263 -1.722 -2.859 2.679
H -1.09424 -2.05864 0.42958 0.070 0.294 -0.065
H -1.09451 -1.85969 -1.24789 1.297 0.049 -0.596
H -1.23781 -0.02284 0.98954 -0.760 0.365 -0.254
H -2.21919 0.17422 -0.47999 0.506 0.277 -0.297
H 0.89275 2.43084 0.65299 1.042 -0.816 -0.268
H 0.03589 1.33895 1.66203 -0.541 0.722 -0.158
H 0.82676 -0.11328 1.22720 1.258 3.025 -2.287
```
Positions in Å, forces in eV/Å.

Computed properties:
2S+1: 5
Orbital gap (spin up / spin down): 8.00 / 7.41 eV

=====

Density functional theory data (ωB97M-V with the def2-TZVPD basis set) for a molecular structure, C3H7O4PS at a distorted geometry.

```
16
Properties=species:S:1:pos:R:3:forces:R:3
C -1.35637 1.78300 0.07519 0.317 3.979 1.102
C -1.79723 -1.50802 0.32745 0.723 4.943 -3.644
C 1.93066 -0.46024 -0.47539 -4.000 -0.574 -0.534
O 0.04151 0.52291 -2.17701 -0.170 -0.268 0.199
O -4.14902 -0.37486 -0.21546 -2.337 -0.527 0.477
O -0.07879 1.27452 0.33902 1.449 -1.260 -0.215
O -2.35871 1.06028 0.71611 0.465 0.021 -0.790
P 0.23037 0.13558 -0.76920 -0.172 -1.157 1.145
S -2.76638 -0.12974 -0.42419 1.874 -1.202 0.079
H -1.25029 2.91610 0.35178 -0.894 -2.180 0.199
H -1.42828 1.79089 -0.98687 -0.842 0.040 -0.946
H -1.56603 -2.22608 -0.37860 0.080 -1.865 -0.741
H -1.90470 -1.47580 1.33649 0.197 -0.646 2.876
H 2.05371 -1.29264 -1.07602 0.141 -1.884 -1.137
H 2.52976 0.24514 -0.83150 2.605 3.311 -1.450
H 2.11529 -0.66343 0.49208 0.564 -0.730 3.380
```
Positions in Å, forces in eV/Å.

Computed properties:
ΔE to the lowest compared entry with this formula, charge and spin: 3.107 eV
2S+1: 1
Orbital gap (spin up / spin down): 8.07 / 7.90 eV

=====

Density functional theory data (ωB97M-V with the def2-TZVPD basis set) for a gas-phase ion, C3H7O6PSi (charge -2) at a distorted geometry.

```
18
Properties=species:S:1:pos:R:3:forces:R:3
C 2.22034 1.29766 0.45401 -2.072 0.048 0.510
C 0.87123 1.12408 0.33576 1.688 -0.233 -0.849
C 0.25498 0.19227 -0.59735 -3.075 -0.711 2.639
Si -0.33149 -1.37778 0.68478 2.782 0.107 -1.684
O -1.13951 -0.86652 1.87166 -0.629 0.948 1.321
O -0.98564 -2.49263 -0.27963 -0.187 -1.440 -0.733
O 1.21631 -2.12758 1.01212 -2.516 -1.236 -1.894
P -1.34460 0.65766 -1.31863 -1.962 0.789 -1.209
O -1.17196 1.84094 -2.22847 0.142 -0.096 -0.062
O -2.07470 -0.56513 -1.88130 0.996 0.396 0.267
O -2.27625 1.18626 -0.03604 0.380 1.013 -2.184
H 2.33681 1.92278 1.30835 1.535 0.530 0.468
H 3.00512 0.76885 -0.07966 -0.208 0.199 0.068
H 0.26948 1.68782 1.06787 -0.021 -0.484 -0.606
H 0.77634 -0.09543 -1.45452 1.488 -0.659 -0.994
H -1.45123 -2.17107 -1.07174 -0.077 0.652 0.216
H 1.71899 -1.63459 1.59262 1.492 1.700 1.876
H -1.89422 0.65240 0.62015 0.244 -1.523 2.849
```
Positions in Å, forces in eV/Å.

Computed properties:
ΔE to the lowest compared entry with this formula, charge and spin: 0.079 eV
Total charge: -2
2S+1: 1
SMILES: C=C[C@@H]([Si]([O-])(O)O)[P@@](=O)([O-])O
Orbital gap: 7.11 eV

=====

Density functional theory data (ωB97M-V with the def2-TZVPD basis set) for 2 unconnected molecules or ions with the total composition C3H7OS at a distorted geometry.

```
12
Properties=species:S:1:pos:R:3:forces:R:3
C -2.07285 0.21282 0.25474 0.408 -0.168 0.014
S -0.70300 0.96459 1.20441 -0.113 0.521 0.155
H -2.11718 -0.82489 0.58092 -0.307 -0.179 -0.208
H -3.04256 0.68463 0.43606 0.096 0.057 0.063
H -1.88627 0.22705 -0.82861 0.010 0.012 0.173
C 1.45211 -1.57769 -0.26615 1.213 0.112 -0.172
C 1.08643 -0.73816 -1.23778 -0.557 -0.406 0.364
O 1.10639 0.59786 -1.13336 -0.092 0.279 -0.388
H 1.70296 -2.62593 -0.39396 -0.784 -0.050 -0.288
H 1.89210 -1.14482 0.61514 -0.091 0.175 0.358
H 0.60019 -1.11318 -2.14429 0.445 0.062 -0.147
H 0.66643 0.91744 -0.26294 -0.226 -0.415 0.076
```
Positions in Å, forces in eV/Å.

Computed properties:
ΔE to the lowest compared entry with this formula, charge and spin: 1.050 eV
Total charge: -1
2S+1: 1
Orbital gap: 6.89 eV

=====

Density functional theory data (ωB97M-V with the def2-TZVPD basis set) for 2 unconnected molecules or ions with the total composition C3H7OS at a distorted geometry.

```
12
Properties=species:S:1:pos:R:3:forces:R:3
O -1.14357 2.13378 0.19381 -0.495 -0.035 -0.007
C 0.02183 2.19709 -0.09648 1.048 0.026 -0.374
H 0.43853 2.17460 -1.12306 -0.477 0.036 0.008
H 0.82822 2.26330 0.64167 -0.007 0.074 0.389
C -0.31347 -1.38121 0.75874 1.328 1.036 -0.558
C 0.13783 -0.89487 -0.64444 -1.379 -0.496 -0.225
S 1.80216 -0.20376 -0.66256 0.026 -0.115 -0.168
H 0.13988 -0.68135 1.46545 -0.249 -0.011 0.167
H 0.15455 -2.33589 0.95372 -0.202 -0.475 0.179
H -1.38205 -1.35761 0.86946 -0.612 -0.359 0.109
H -0.62239 -0.18027 -1.00990 0.332 0.188 0.304
H -0.06151 -1.73382 -1.34642 0.685 0.131 0.174
```
Positions in Å, forces in eV/Å.

Computed properties:
ΔE to the lowest compared entry with this formula, charge and spin: 1.069 eV
Total charge: -1
2S+1: 1
Orbital gap: 6.71 eV

=====

Repeat the fifth record exactly.
Density functional theory data (ωB97M-V with the def2-TZVPD basis set) for a molecular structure, C3H7O3V at a distorted geometry.

```
14
Properties=species:S:1:pos:R:3:forces:R:3
O 3.24199 0.32992 -1.73090 0.610 0.127 -0.186
V 1.44597 0.02379 -1.33048 -0.653 0.356 0.349
O 0.74987 -1.29319 -0.07816 -0.788 -1.072 -0.633
C -0.64591 -1.41066 -0.34472 -0.216 0.233 0.659
C -1.19728 0.00075 -0.11703 -0.839 -0.410 2.921
O -0.31391 1.09054 -0.35479 0.736 -0.291 -1.864
C 0.60960 1.36929 0.72263 -1.722 -2.859 2.679
H -1.09424 -2.05864 0.42958 0.070 0.294 -0.065
H -1.09451 -1.85969 -1.24789 1.297 0.049 -0.596
H -1.23781 -0.02284 0.98954 -0.760 0.365 -0.254
H -2.21919 0.17422 -0.47999 0.506 0.277 -0.297
H 0.89275 2.43084 0.65299 1.042 -0.816 -0.268
H 0.03589 1.33895 1.66203 -0.541 0.722 -0.158
H 0.82676 -0.11328 1.22720 1.258 3.025 -2.287
```
Positions in Å, forces in eV/Å.

Computed properties:
2S+1: 5
Orbital gap (spin up / spin down): 8.00 / 7.41 eV

=====

> Number 4 is which compound?

C3H7O3PS